Entry 1:
Density functional theory data (ωB97M-V/def2-TZVPD) for a 2-piece molecular cluster, ClHN2O overall.

Properties
Total energy = -645.4772 Ha
HOMO-LUMO gap = 0.4672 hartree
Relative energy (zero: lowest compared OMol25 entry of this formula, charge and spin) = 23.9 kcal/mol
LUMO energy = 1.013 eV

```
! RIJCOSX wB97M-V def2-TZVPD def2/J DEFGRID3
* xyz 0 1
N 0.54 -0.21 0.13
N 1.59 0.22 0.07
O 2.61 0.73 0.00
Cl -2.93 -0.23 -0.02
H -1.80 -0.52 -0.18
*
```

Entry 2:
Density functional theory data (ωB97M-V/def2-TZVPD) for ClHN2O as an isolated structure.

Properties
Total energy = -645.3851 Ha
HOMO-LUMO gap = 0.3103 hartree
Relative energy (zero: lowest compared OMol25 entry of this formula, charge and spin) = 81.7 kcal/mol
LUMO energy = -0.836 eV

```
! RIJCOSX wB97M-V def2-TZVPD def2/J DEFGRID3
* xyz 0 1
N 0.73 1.78 -0.15
N -0.43 0.39 -0.48
O 1.75 1.35 0.17
Cl -1.90 0.97 0.09
H 0.07 -0.36 0.18
*
```

Entry 3:
Density functional theory data (ωB97M-V/def2-TZVPD) for one molecule with the formula ClHNO2P.

Properties
Total energy = -1007.2754 Ha
HOMO-LUMO gap = 0.3384 hartree
Relative energy (zero: lowest compared OMol25 entry of this formula, charge and spin) = 24.3 kcal/mol
LUMO energy = -0.673 eV

```
! RIJCOSX wB97M-V def2-TZVPD def2/J DEFGRID3
* xyz 0 1
O 0.00 1.60 -0.17
N -0.74 0.67 -0.30
O -1.81 0.58 -0.81
P 0.14 -1.19 0.50
Cl 1.62 -0.36 1.51
H 0.79 -1.32 -0.74
*
```

Entry 4:
Density functional theory data (ωB97M-V/def2-TZVPD) for ClHNO2P as an isolated structure.

Properties
Total energy = -1007.2188 Ha
HOMO-LUMO gap (alpha / beta) = 0.2951 / 0.2951 hartree
Relative energy (zero: lowest compared OMol25 entry of this formula, charge and spin) = 59.8 kcal/mol
LUMO energy (alpha / beta) = -2.955 / -2.954 eV

```
! RIJCOSX wB97M-V def2-TZVPD def2/J DEFGRID3
* xyz 0 1
N -0.69 0.95 1.36
O -1.17 -0.13 1.48
O -0.88 1.96 1.99
P 0.49 1.43 -0.03
Cl -1.86 1.15 -1.28
H 1.01 0.16 -0.48
*
```

Entry 5:
Density functional theory data (ωB97M-V/def2-TZVPD) for ClHg as an isolated structure.

Properties
Total energy = -613.2493 Ha
HOMO-LUMO gap = 0.2671 hartree
Relative energy (zero: lowest compared OMol25 entry of this formula, charge and spin) = 2.4 kcal/mol
LUMO energy = -9.787 eV

```
! RIJCOSX wB97M-V def2-TZVPD def2/J DEFGRID3
* xyz 1 1
Hg -3.15 14.58 -8.16
Cl -4.85 14.67 -9.93
*
```

Entry 6:
Density functional theory data (ωB97M-V/def2-TZVPD) for ClHgO16S3 as an isolated structure.

Properties
Total energy = -3011.2548 Ha
HOMO-LUMO gap = 0.1754 hartree
LUMO energy = 11.189 eV

```
! RIJCOSX wB97M-V def2-TZVPD def2/J DEFGRID3
* xyz -5 1
Hg -0.54 -0.36 -0.69
S 2.45 -2.53 -1.63
O 2.61 -3.56 -2.70
O 3.81 -2.03 -1.25
O 1.57 -1.43 -2.13
O 1.80 -3.11 -0.42
S -1.24 1.81 -2.40
O -2.07 1.34 -3.55
O -0.94 3.24 -2.49
O -1.99 1.52 -1.13
O -0.03 0.92 -2.45
S -2.02 -1.35 1.89
O -1.91 -0.76 3.24
O -2.65 -0.41 0.95
O -0.66 -1.71 1.30
O -2.81 -2.62 2.05
Cl 0.93 2.17 2.28
O 0.75 3.51 1.72
O 0.43 1.16 1.37
O 2.37 2.06 2.54
O 0.15 2.13 3.49
*
```

Entry 7:
Density functional theory data (ωB97M-V/def2-TZVPD) for a 2-piece molecular cluster, ClIO2P overall.

Properties
Total energy = -1249.8503 Ha
HOMO-LUMO gap = 0.1423 hartree
Relative energy (zero: lowest compared OMol25 entry of this formula, charge and spin) = 49.9 kcal/mol
LUMO energy = 0.310 eV

```
! RIJCOSX wB97M-V def2-TZVPD def2/J DEFGRID3
* xyz -1 1
O -1.34 0.77 0.89
O 0.99 1.01 1.99
P 0.08 0.39 1.01
Cl 0.97 0.25 -0.82
I -0.71 -2.41 -3.07
*
```

Entry 8:
Density functional theory data (ωB97M-V/def2-TZVPD) for ClKLi3 as an isolated structure.

Properties
Total energy = -1081.8446 Ha
HOMO-LUMO gap = 0.4222 hartree
Relative energy (zero: lowest compared OMol25 entry of this formula, charge and spin) = 0.0 kcal/mol
LUMO energy = -11.582 eV

```
! RIJCOSX wB97M-V def2-TZVPD def2/J DEFGRID3
* xyz 3 1
Li -0.61 -1.34 -2.37
Li 0.37 -0.84 2.45
Li 2.64 0.85 -0.28
K -2.29 1.68 0.31
Cl -0.11 -0.35 -0.11
*
```

- Which of these has the highest total energy?
  ClHg